DFT (ωB97M-V/def2-TZVPD) results for a 7-piece molecular cluster, C30H63F2IN5O9 overall.

Structure (XYZ):
```
110
Properties=species:S:1:pos:R:3:forces:R:3:lowdin_charge:R:1
C 6.51305 0.89835 1.24652 0.3 0.2 -0.6 0.025
C 6.80268 -0.13102 0.43685 -0.4 -0.6 0.6 -0.164
C 6.10919 -1.45266 0.66057 1.3 0.0 0.8 -0.157
C 4.89073 -1.56119 -0.24856 1.7 -0.5 -0.9 -0.307
N 4.02090 -0.38515 -0.44349 -1.0 -0.7 0.5 0.195
C 2.77653 -0.90876 -0.62230 1.2 -0.1 -0.2 -0.228
N 1.70244 -0.18722 -0.58548 -0.3 -0.8 0.0 0.105
O 1.89221 1.18035 -0.39563 0.1 0.0 0.2 0.097
C 2.06162 1.73934 -1.57148 -0.1 0.6 -2.3 -0.268
N 2.14435 2.10372 -2.67771 0.1 -0.5 2.0 0.235
C 0.30147 -0.64116 -0.75676 -1.7 1.7 -0.5 -0.273
F 0.11942 -1.87119 -0.23674 0.6 -0.6 0.2 0.057
C -0.64882 0.32199 -0.07082 0.0 -0.5 0.8 -0.142
C -0.48947 0.26915 1.44553 0.1 0.0 -0.1 -0.051
N 2.76656 -2.30115 -0.83098 -0.6 0.5 0.4 0.094
C 3.94004 -2.73314 -0.01662 -0.7 0.2 -0.7 -0.726
I 4.64814 -4.60552 -0.76396 0.0 0.2 0.1 1.107
C 3.35997 -2.92601 1.37702 0.1 -0.7 0.6 -0.457
O 3.78659 -2.41602 2.37044 0.3 0.1 -0.2 0.178
N 2.23705 -3.83126 1.40853 -0.3 1.3 0.4 0.155
C 1.96946 -4.25542 2.72952 1.2 -1.6 0.7 -0.519
O 2.60663 -5.06868 3.32280 -0.7 1.0 -0.6 0.195
F 0.88292 -3.68616 3.23868 -0.3 0.1 -0.2 0.151
H 6.49602 0.77248 2.31919 -1.5 -0.3 0.1 0.072
H 6.31030 1.87370 0.82316 1.4 0.6 0.3 0.060
H 7.53587 -0.09254 -0.36012 -0.9 0.6 -1.0 0.108
H 6.76758 -2.26861 0.36341 -0.1 -0.3 0.0 0.112
H 5.86501 -1.59146 1.70930 -0.2 0.1 0.1 0.114
H 5.32646 -1.74567 -1.23648 0.0 -0.1 -0.1 0.134
H 4.25780 0.19348 -1.24333 0.4 0.7 0.5 0.171
H 0.05232 -0.65569 -1.81584 0.4 -0.3 -0.3 0.172
H -0.57463 1.32942 -0.45984 -0.1 0.1 -0.1 0.117
H -1.64311 -0.05603 -0.28391 -0.2 0.0 -0.5 0.128
H -1.36488 0.70314 1.90959 0.0 0.3 0.1 0.076
H -0.44721 -0.75311 1.80907 0.0 -0.2 0.0 0.078
H 0.38464 0.80463 1.79356 0.1 0.2 0.1 0.054
H 2.96285 -2.40501 -1.82976 -0.3 -0.5 -0.1 0.150
H 1.43736 -3.28779 1.08177 -0.1 -0.4 -0.5 0.122
C -2.34902 -3.35467 -3.39447 0.1 0.1 -0.2 -0.057
C -1.15270 -4.25422 -3.12686 -0.4 0.1 0.4 -0.479
C -1.44718 -5.24906 -2.01698 0.2 -0.1 0.0 -0.048
O -0.01667 -3.45591 -2.77309 0.3 0.1 -0.3 -0.072
H -2.60205 -2.77570 -2.50033 0.0 -0.1 0.1 0.078
H -2.12227 -2.64139 -4.18800 0.0 -0.1 0.0 0.081
H -3.22338 -3.93497 -3.68878 0.0 0.0 0.0 0.085
H -0.88559 -4.78886 -4.03830 0.2 0.1 0.0 0.142
H -1.67325 -4.72656 -1.08224 -0.1 0.1 0.0 0.084
H -0.58002 -5.88148 -1.83156 0.0 0.0 -0.1 0.049
H -2.29478 -5.88595 -2.27083 0.0 0.0 0.0 0.090
H -0.23690 -2.97890 -1.96861 -0.1 -0.2 0.1 0.031
C 1.81692 3.02752 5.19734 0.0 -0.2 0.1 -0.057
C 1.92861 2.89097 3.68758 -0.1 0.6 0.3 -0.488
C 2.55287 4.12690 3.05982 0.0 -0.3 -0.1 -0.066
O 0.62982 2.66998 3.12382 0.2 -0.3 -0.1 -0.073
H 1.18039 3.87656 5.45935 0.1 0.1 0.0 0.085
H 1.36043 2.13695 5.63064 0.0 0.0 0.0 0.081
H 2.79565 3.17454 5.65490 0.0 0.0 0.0 0.083
H 2.52978 2.01144 3.44401 -0.2 -0.1 -0.1 0.133
H 1.94187 5.01017 3.25068 0.0 0.0 0.1 0.083
H 2.61884 4.01541 1.97772 0.0 0.0 0.0 0.058
H 3.55398 4.30947 3.45213 0.0 0.1 0.0 0.088
H 0.08596 3.43668 3.33183 0.0 0.0 0.0 0.092
C -5.23728 1.92433 0.81439 0.1 -0.2 -0.1 -0.055
C -3.95070 2.61678 1.23232 -0.5 0.3 -0.3 -0.493
C -4.22083 4.02421 1.73874 0.2 0.1 0.1 -0.055
O -3.04302 2.66791 0.12362 0.4 -0.3 0.1 -0.069
H -5.72544 2.46732 0.00228 -0.1 0.1 0.1 0.062
H -5.02847 0.91746 0.44725 0.0 0.0 0.1 0.077
H -5.93646 1.85277 1.64753 0.0 0.0 0.0 0.089
H -3.45648 2.03566 2.01324 0.2 0.0 -0.1 0.126
H -4.67438 4.63408 0.95313 -0.1 -0.1 0.0 0.083
H -3.28948 4.51294 2.02888 0.0 0.0 0.0 0.075
H -4.89110 4.01334 2.59833 0.0 0.0 0.0 0.085
H -3.46351 3.17936 -0.57485 -0.1 0.0 0.0 0.087
C 1.88303 5.93025 -0.58960 -0.1 -0.2 0.1 -0.066
C 2.01405 7.03628 0.44872 0.5 0.0 -0.4 -0.492
C 2.42309 8.35172 -0.19465 -0.1 0.1 0.1 -0.059
O 2.97269 6.65965 1.43808 -0.2 0.0 0.2 -0.067
H 2.84065 5.75840 -1.09005 0.0 0.1 0.0 0.082
H 1.59314 4.99152 -0.11182 -0.1 0.0 0.0 0.059
H 1.13764 6.18109 -1.34541 0.0 0.0 0.0 0.082
H 1.06403 7.16324 0.96940 0.1 0.0 0.1 0.139
H 3.39647 8.25429 -0.68308 0.0 -0.1 -0.1 0.083
H 2.51834 9.13177 0.56029 -0.1 0.0 0.0 0.082
H 1.69321 8.67391 -0.93847 0.0 0.0 0.0 0.082
H 3.82082 6.54424 0.99813 0.0 0.1 0.0 0.091
C -8.04281 2.51470 -2.99352 0.1 -0.2 0.1 -0.065
C -8.82244 2.79227 -1.71703 0.0 0.5 -0.4 -0.495
C -10.03397 3.66963 -1.98911 -0.1 0.0 0.2 -0.062
O -7.97160 3.42410 -0.75717 0.0 -0.3 0.2 -0.068
H -7.67230 3.44746 -3.42794 -0.1 0.0 0.0 0.081
H -7.17385 1.88924 -2.78276 0.0 0.0 0.0 0.073
H -8.66297 2.01007 -3.73515 0.0 0.0 0.0 0.081
H -9.14504 1.85012 -1.27293 0.1 0.0 0.1 0.138
H -9.72466 4.63772 -2.39259 0.0 0.0 -0.1 0.082
H -10.57913 3.86500 -1.06567 0.0 -0.1 0.0 0.081
H -10.71242 3.19858 -2.70124 0.0 0.0 0.0 0.082
H -7.67784 4.26069 -1.13171 -0.1 0.1 0.0 0.085
C 0.83149 -8.25359 -1.93646 0.0 0.1 -0.2 -0.074
C 2.03603 -9.12546 -1.62291 -0.3 0.1 0.5 -0.492
C 1.74674 -10.07239 -0.46906 0.1 -0.1 0.0 -0.059
O 3.15886 -8.30059 -1.30396 0.2 0.0 -0.3 -0.077
H 0.57173 -7.63855 -1.06986 0.0 -0.1 0.1 0.070
H 1.05392 -7.57398 -2.76096 0.0 0.0 0.0 0.079
H -0.03632 -8.85679 -2.20667 0.0 0.0 0.0 0.087
H 2.31368 -9.69980 -2.50687 0.2 0.1 0.0 0.140
H 1.51110 -9.51085 0.43947 -0.1 0.0 0.0 0.082
H 2.62040 -10.68624 -0.25048 0.0 0.0 -0.1 0.082
H 0.90726 -10.73000 -0.69729 0.0 0.0 0.0 0.083
H 2.93019 -7.78600 -0.52307 -0.1 -0.1 0.1 0.064
```
Positions in Å, forces in eV/Å.

Calculated values
* gap between HOMO and LUMO: 7.476 eV
* HOMO level: -0.4284 Ha
* charge: +1
* E_tot: -2628.80064 Ha

---

DFT (ωB97M-V/def2-TZVPD) results for C2H3N3O3 in the gas phase.

Structure (XYZ):
```
11
Properties=species:S:1:pos:R:3:forces:R:3:nbo_charge:R:1
O 2.65167 0.11203 -0.08832 0.3 -0.9 -0.2 -0.535
N 1.51097 0.87804 0.01177 -1.0 -1.1 0.5 -0.123
C 0.46321 0.16245 0.12085 0.1 -1.0 -0.3 0.366
N 0.28145 -1.27929 -0.00680 0.5 1.1 0.0 -0.544
C -0.98174 -1.40700 -0.12525 0.2 -0.3 0.3 0.415
O -1.71738 -0.30496 -0.00476 -0.6 -0.2 0.3 -0.321
N -0.81221 0.70499 0.44601 -0.5 0.3 -0.6 0.096
O -1.16810 1.80350 -0.33802 0.5 -0.1 0.0 -0.523
H 2.38960 -0.84753 -0.04641 0.2 1.0 -0.1 0.470
H -1.56394 -2.33388 -0.26411 0.5 0.6 0.0 0.213
H -1.05352 2.51166 0.29504 -0.2 0.6 0.1 0.485
```
Positions in Å, forces in eV/Å.

Calculated values
* gap between HOMO and LUMO: 9.607 eV
* HOMO level: -0.3371 Ha
* charge: 0
* E_tot: -467.82197 Ha
* energy above the lowest of the compared OMol25 structures with the same formula, charge and spin: 373.73 kJ/mol

---

DFT (ωB97M-V/def2-TZVPD) results for a 4-piece molecular cluster, C3H12O4 overall.

Structure (XYZ):
```
19
Properties=species:S:1:pos:R:3:forces:R:3:nbo_charge:R:1
C 0.94599 -0.19408 1.23658 0.5 0.1 0.4 -0.489
C 0.24637 0.41458 0.29876 -0.3 -0.8 -0.8 0.319
C 0.76013 0.85629 -1.02768 -0.6 -0.2 -0.4 -0.684
O -1.14944 0.49040 0.37469 0.3 0.3 0.4 -0.765
H 2.02535 -0.19003 1.19417 0.1 -0.2 -0.3 0.206
H 0.50684 -0.68364 2.09082 -0.3 0.2 0.1 0.207
H 1.83542 0.75750 -1.13773 0.1 0.6 0.2 0.234
H 0.37485 0.19485 -1.80513 -0.1 -0.4 0.2 0.238
H 0.26450 1.78133 -1.32780 0.7 0.5 0.2 0.220
H -1.30218 1.31263 0.86856 -0.2 -0.1 0.0 0.508
O -1.69819 -2.05056 -0.98911 -0.1 0.1 0.0 -0.962
H -2.39707 -1.70791 -1.55621 0.0 -0.1 -0.1 0.476
H -1.73656 -1.46811 -0.21735 0.1 0.1 0.0 0.496
O 0.00498 2.81967 1.97936 -0.1 0.1 0.1 -0.952
H 0.87932 2.48124 1.75706 -0.1 -0.1 -0.1 0.483
H -0.07250 2.65434 2.92545 0.0 0.0 0.0 0.474
O 1.13790 -2.17663 -1.68094 -0.1 0.1 -0.2 -0.971
H 0.18122 -1.99827 -1.65226 0.2 -0.3 0.2 0.493
H 1.24817 -3.00548 -1.20758 -0.1 0.0 0.0 0.467
```
Positions in Å, forces in eV/Å.

Calculated values
* gap between HOMO and LUMO: 9.988 eV
* HOMO level: -0.3462 Ha
* charge: 0
* E_tot: -422.43352 Ha
* energy above the lowest of the compared OMol25 structures with the same formula, charge and spin: 73.40 kJ/mol

---

DFT (ωB97M-V/def2-TZVPD) results for C9H11MoN2O7 as an isolated structure.

Structure (XYZ):
```
30
Properties=species:S:1:pos:R:3:forces:R:3:nbo_charge:R:1
Mo 0.00038 1.36507 -0.17210 -0.5 0.0 0.7 2.166
O 0.87212 0.38376 3.64385 0.0 0.2 0.0 -0.197
C 0.54501 0.01364 2.62976 0.5 -0.9 0.8 0.858
O 0.04186 1.28666 1.55277 -0.4 1.0 -1.4 -0.555
C 0.35726 -1.21957 1.80552 -0.1 0.0 -0.4 -0.389
C -0.98986 -1.23989 1.04610 0.0 0.2 -0.1 0.163
C -1.33547 -2.60839 0.53015 0.1 -0.1 0.0 -0.459
C -0.27863 -2.87013 -0.57446 0.0 0.0 0.1 -0.456
C 0.55430 -1.61492 -0.59561 -0.2 0.1 -0.1 0.143
O -0.52558 -0.52183 -0.28373 0.1 -1.0 0.3 -0.547
C 1.42901 -1.42743 0.64259 -0.1 0.1 0.1 -0.366
C 2.38514 -0.26311 0.51219 -0.4 0.2 -0.2 0.821
O 3.36565 0.06690 0.99416 0.2 0.1 0.0 -0.266
O 1.69487 0.80847 -0.54112 -0.7 0.3 -0.1 -0.657
H 0.41052 -2.03298 2.53484 0.0 0.0 0.0 0.353
H -1.81000 -0.66652 1.47314 0.1 0.1 0.0 0.285
H -2.34666 -2.61625 0.12964 0.0 0.0 0.0 0.293
H -1.29617 -3.33224 1.34611 0.0 0.0 0.0 0.289
H -0.74823 -3.02998 -1.54211 0.0 0.0 0.0 0.291
H 0.35743 -3.73262 -0.36791 0.0 0.0 0.0 0.288
H 1.01814 -1.36309 -1.54437 0.0 0.1 0.0 0.282
H 2.04589 -2.30464 0.85158 0.0 0.0 0.0 0.345
N 0.39609 3.01426 -1.75409 0.3 0.1 0.1 -0.619
N -0.74614 3.81092 -1.95784 0.0 0.0 0.0 -0.472
C -1.94713 3.43357 -1.49451 0.2 -0.2 0.1 0.912
O -3.03141 3.79253 -1.46663 -0.1 0.0 -0.1 -0.300
O -1.56701 2.04621 -0.69926 1.0 -0.1 0.2 -0.587
H 1.18739 3.62652 -1.52463 0.0 0.0 0.0 0.456
H 0.63533 2.54821 -2.63873 0.1 0.0 0.0 0.441
H -0.67410 4.64687 -2.53530 0.0 0.0 0.0 0.483
```
Positions in Å, forces in eV/Å.

Calculated values
* gap between HOMO and LUMO: 7.999 eV
* HOMO level: -0.8262 Ha
* charge: +3
* E_tot: -1052.70014 Ha
* energy above the lowest of the compared OMol25 structures with the same formula, charge and spin: 66.63 kJ/mol